{
  "formula": "C35H45BaBrN4P2",
  "method": "ωB97M-V/def2-TZVPD",
  "species": ["C", "C", "C", "C", "N", "C", "C", "C", "C", "C", "C", "C", "C", "C", "Ba", "P", "H", "H", "H", "H", "H", "H", "H", "H", "C", "C", "H", "H", "H", "H", "H", "C", "C", "H", "H", "H", "H", "H", "C", "C", "H", "H", "H", "H", "H", "Br", "P", "C", "C", "H", "H", "H", "H", "H", "C", "C", "H", "H", "H", "H", "H", "C", "C", "H", "H", "H", "H", "H", "N", "C", "C", "C", "C", "C", "C", "C", "N", "C", "C", "N", "C", "H", "H", "H", "H", "H", "H", "H"],
  "positions_angstrom": [[-1.297, -6.142, -1.752], [-0.020, -5.564, -1.621], [1.022, -6.219, -2.313], [0.751, -7.422, -3.010], [-0.463, -7.966, -3.074], [-1.476, -7.320, -2.501], [0.109, -4.290, -0.886], [-0.378, -3.123, -0.890], [-0.523, -1.779, -1.333], [-1.627, -0.937, -1.016], [-1.621, 0.380, -1.468], [-0.467, 0.920, -2.100], [0.430, -0.006, -2.693], [0.500, -1.279, -2.182], [0.762, -2.612, 1.350], [-0.317, 2.674, -2.524], [2.039, -5.827, -2.301], [-2.149, -5.660, -1.274], [1.539, -7.992, -3.506], [-2.471, -7.766, -2.599], [1.321, -1.942, -2.464], [-2.425, -1.335, -0.369], [1.126, 0.290, -3.486], [-2.469, 1.034, -1.261], [0.127, 3.710, -1.110], [1.125, 4.843, -1.378], [0.513, 3.011, -0.351], [-0.822, 4.114, -0.724], [1.323, 5.397, -0.448], [2.095, 4.464, -1.735], [0.741, 5.572, -2.108], [1.036, 2.855, -3.710], [0.882, 2.314, -5.138], [1.893, 2.365, -3.215], [1.293, 3.928, -3.746], [1.778, 2.571, -5.728], [0.778, 1.220, -5.165], [0.018, 2.762, -5.649], [-1.947, 3.215, -3.036], [-1.922, 4.559, -3.758], [-2.541, 3.262, -2.110], [-2.404, 2.436, -3.665], [-2.932, 4.797, -4.107], [-1.602, 5.377, -3.100], [-1.267, 4.526, -4.636], [0.634, 0.613, 0.505], [4.359, -1.062, 0.866], [3.896, 0.172, -0.430], [4.796, 1.412, -0.416], [2.834, 0.447, -0.220], [3.937, -0.326, -1.413], [4.501, 2.087, -1.230], [4.716, 1.988, 0.519], [5.850, 1.140, -0.577], [3.420, -0.460, 2.330], [4.182, -0.488, 3.661], [2.494, -1.063, 2.423], [3.129, 0.571, 2.081], [3.516, -0.078, 4.428], [4.443, -1.509, 3.959], [5.097, 0.118, 3.657], [3.639, -2.578, 0.070], [4.617, -2.983, -1.050], [2.661, -2.313, -0.379], [3.552, -3.372, 0.836], [4.324, -3.939, -1.502], [4.619, -2.229, -1.849], [5.647, -3.080, -0.673], [-6.561, 5.027, 7.005], [-6.017, 4.172, 6.418], [-5.354, 3.078, 5.744], [-5.357, 1.815, 6.350], [-4.714, 0.737, 5.734], [-4.021, 0.917, 4.528], [-4.034, 2.176, 3.903], [-4.702, 3.251, 4.513], [-3.275, -0.163, 3.990], [-3.335, -1.480, 4.461], [-2.402, -2.204, 3.762], [-1.718, -1.350, 2.890], [-2.299, -0.140, 3.004], [-5.856, 1.681, 7.307], [-4.741, -0.230, 6.233], [-3.533, 2.316, 2.945], [-4.711, 4.237, 4.041], [-4.021, -1.800, 5.233], [-2.210, -3.273, 3.814], [-2.065, 0.753, 2.420]],
  "forces_ev_per_a": [[-0.1864, -0.0069, 0.0181], [0.0640, -1.2116, -0.3254], [0.0716, -0.1699, 0.2304], [-0.2557, 0.6673, 0.5986], [0.0112, 0.2105, -0.1307], [0.3290, 0.5759, 0.5924], [-2.0547, 2.4256, -1.5650], [0.7370, -3.5729, -1.7999], [0.0037, 1.2691, 0.1097], [0.1802, -0.4856, -0.2696], [0.4158, 0.1899, 0.0947], [-1.0004, -1.5202, -1.4161], [0.3039, 0.8231, 0.4938], [-0.5040, -0.8301, -0.2546], [0.1075, 1.8371, 2.0667], [0.1557, 0.0531, 0.0333], [-0.2412, -0.1153, 0.0347], [0.1276, -0.2044, -0.1202], [-0.0860, 0.3805, 0.1599], [0.3624, 0.1914, 0.0389], [-0.3544, 0.1376, -0.0947], [0.2899, 0.3513, -0.5729], [-0.0545, -0.0508, 0.7638], [0.2529, -0.2041, 0.2366], [0.0614, -0.1253, 0.6832], [0.2159, 0.2496, -0.1145], [-0.0861, 0.3117, -0.1393], [0.2522, -0.1417, -0.0536], [-0.1592, -0.2734, -0.2613], [-0.3547, 0.1377, 0.1512], [0.1532, -0.2459, 0.1974], [0.3747, 0.0673, -0.3551], [-0.0787, -0.0651, -0.2702], [-0.2167, 0.2187, -0.0285], [-0.2497, -0.3935, 0.0706], [-0.3681, -0.0778, 0.3142], [-0.0850, 0.4259, -0.0891], [0.2201, -0.1933, 0.1316], [-0.3810, -0.2630, -0.4182], [-0.1547, 0.3372, -0.1066], [0.1358, 0.0086, -0.2379], [0.1729, 0.1865, 0.1069], [0.2244, -0.0028, 0.0684], [-0.0077, -0.1934, -0.1623], [-0.1305, 0.0727, 0.1898], [0.2661, -0.2976, 1.8153], [1.8585, 0.3961, -0.3548], [-0.6764, 0.1389, 0.2099], [0.0742, 0.0324, -0.1788], [0.9640, -0.1191, -0.4928], [0.0480, 0.1995, 0.3228], [0.0918, -0.0550, 0.1464], [0.0464, -0.2890, -0.2143], [-0.3202, 0.1308, 0.1353], [-0.3714, -0.1924, -0.0072], [-0.2849, -0.1368, 0.0584], [0.2040, 0.6830, 0.3900], [-0.2108, -0.4156, 0.1359], [0.1963, -0.0482, 0.0249], [0.0811, 0.1483, -0.0590], [-0.2314, -0.1881, -0.2228], [-0.2076, 0.3882, 0.2678], [-0.1125, -0.2856, -0.0896], [0.1490, -0.3695, -0.1635], [-0.0413, 0.0157, -0.3303], [0.0650, 0.1739, 0.0857], [0.0469, -0.2314, 0.2647], [-0.4228, 0.0582, -0.0347], [1.2455, -1.9002, -1.3820], [-1.0404, 1.6738, 1.0946], [0.2063, -0.2527, -0.1337], [0.1728, -0.1877, -0.4296], [-0.0042, 0.3469, 0.1322], [-0.4448, 0.8870, 0.3811], [-0.3074, 0.0191, 0.4456], [0.1466, -0.3001, -0.0939], [0.8387, -1.3203, -0.7032], [0.4240, 0.0583, -0.5405], [-0.1930, 1.3328, 0.0267], [-0.7637, 0.4194, -0.3413], [-0.0713, -1.2773, 0.9690], [0.0847, -0.0224, -0.2332], [0.0716, 0.3661, -0.1306], [-0.1444, 0.0636, 0.3036], [0.0279, -0.4119, 0.1303], [0.1371, 0.1121, -0.2652], [0.0334, 0.3704, 0.0849], [0.1550, -0.4947, 0.3767]],
  "mulliken_charge": [-0.48, 0.11, -0.29, -0.40, -0.52, -0.35, -0.63, 0.19, 0.52, -0.59, -0.60, 0.33, -1.25, -0.05, 1.53, 1.46, 0.41, 0.36, 0.39, 0.37, 0.57, 0.44, 0.23, 0.37, -0.32, -1.41, 0.20, 0.48, 0.43, 0.32, 0.33, -0.86, -1.18, 0.51, 0.53, 0.43, 0.27, 0.29, -0.73, -1.21, 0.49, 0.47, 0.41, 0.32, 0.30, -0.58, -0.28, 1.29, -1.41, -0.95, 0.33, 0.34, 0.32, 0.38, 0.79, -1.47, -0.55, 0.16, 0.40, 0.36, 0.37, 1.43, -1.42, -1.28, 0.40, 0.35, 0.31, 0.40, -0.43, -0.03, 0.38, -1.07, -0.37, 1.73, -0.44, -0.95, 0.22, -0.37, -0.75, 0.26, -0.35, 0.44, 0.20, 0.36, 0.41, 0.34, 0.39, 0.13],
  "lumo_energy_ev": -6.92,
  "relative_energy_kj_mol": 0.00,
  "total_charge": 2,
  "homo_lumo_gap_ev": 5.744,
  "e_tot_ev": -132284.4326,
  "fmax_ev_per_a": 4.1,
  "homo_energy_ev": -12.661
}